P:
The following is a quantum chemistry calculation of a structure of composition C6H16N2, from OMol25.

Structure (XYZ):
```
24
C6H16N2 | OMol25 | ωB97M-V with the def2-TZVPD basis set
N 1.29 -1.18 0.38
N -0.91 -0.99 -1.31
C -1.16 -0.73 -0.05
C -2.55 -0.74 0.47
C 3.52 -0.63 -0.62
C 0.04 -0.62 0.95
C 2.31 -0.17 0.16
C -0.84 0.49 -1.53
H 2.45 0.39 1.10
H 0.83 -1.42 -0.52
H -2.62 -0.95 1.54
H -1.55 0.67 -2.33
H -3.67 3.26 1.93
H 3.44 -0.17 -1.60
H -3.41 3.86 2.27
H 1.84 0.64 -0.42
H -0.27 -1.14 1.87
H 0.12 0.78 -2.05
H 3.71 -1.70 -0.71
H -0.87 1.29 -0.77
H 0.02 0.45 1.23
H -3.26 -1.37 -0.07
H -2.97 0.27 0.35
H 4.50 -0.29 -0.26
```

Summary:
charge: 0
spin multiplicity: 1
gap between HOMO and LUMO: 8.0836 eV

Q:
The following is a quantum chemistry calculation of the molecule C6H16N2, from OMol25.

Structure (XYZ):
```
24
C6H16N2 | OMol25 | ωB97M-V with the def2-TZVPD basis set
N -0.36 -0.85 1.01
N 0.39 0.53 -0.76
C 1.94 -1.18 0.09
C -0.91 -2.01 0.35
C 1.36 0.83 1.47
C 0.82 -0.17 0.43
C -1.13 1.17 -0.47
C -1.55 1.79 -1.79
H -0.95 -0.33 1.65
H -0.24 -2.87 0.40
H -1.99 0.61 -0.08
H -1.85 -2.29 0.83
H -0.91 1.94 0.26
H -0.96 2.69 -1.99
H -2.61 2.05 -1.76
H 2.13 1.46 1.02
H 2.23 -1.76 0.98
H 1.80 0.31 2.33
H 2.82 -0.66 -0.27
H -1.12 -1.81 -0.71
H 0.30 -0.14 -1.52
H 1.63 -1.89 -0.69
H 0.57 1.49 1.85
H -1.41 1.10 -2.63
```

Summary:
charge: 0
structure (SMILES): CCNC(C)(C)NC
spin multiplicity: 1
gap between HOMO and LUMO: 9.0362 eV

R:
The following is a quantum chemistry calculation of the molecule C6H16N2, from OMol25.

Structure (XYZ):
```
24
C6H16N2 | OMol25 | ωB97M-V with the def2-TZVPD basis set
N 0.53 -0.37 -0.89
N -1.29 2.37 0.44
C -0.64 -1.20 -0.73
C 1.79 -1.10 -0.55
C 0.32 1.45 2.26
C 0.38 0.95 -0.20
C -0.78 -2.25 -1.94
C -0.49 1.25 0.96
H 1.54 -2.10 -0.46
H -1.51 -2.98 -1.81
H -1.08 -1.83 -2.85
H 2.43 -0.80 0.35
H -1.53 -0.56 -0.72
H 0.04 1.55 -1.13
H -1.20 3.08 1.00
H -2.21 2.09 0.31
H 0.14 -2.74 -2.10
H 1.34 1.74 2.08
H -1.35 0.34 1.20
H -0.24 2.08 2.93
H 2.51 -1.00 -1.32
H -0.45 -1.79 0.24
H 1.39 1.35 0.05
H 0.37 0.48 2.89
```

Summary:
charge: 0
structure (SMILES): CCN(C)C[C@@H](C)N
spin multiplicity: 1
gap between HOMO and LUMO: 9.0192 eV

S:
The following is a quantum chemistry calculation of the molecule C6H16N2, from OMol25.

Structure (XYZ):
```
24
C6H16N2 | OMol25 | ωB97M-V with the def2-TZVPD basis set
N -1.05 -1.24 0.68
N 1.27 0.21 -0.81
C 2.58 2.24 -0.40
C 1.06 -0.06 0.62
C -2.53 -1.17 0.77
C -3.24 -1.72 -0.42
C -0.38 0.02 1.04
C 2.54 0.90 -1.10
H -0.79 0.85 0.45
H -2.77 -1.80 1.63
H -0.49 0.19 2.10
H 1.55 0.76 1.15
H -3.05 -2.75 -0.73
H 2.76 2.20 0.68
H 1.56 -0.99 0.91
H 2.44 1.12 -2.16
H 1.69 2.87 -0.53
H 1.28 -0.63 -1.29
H -4.32 -1.72 -0.24
H -3.19 -1.08 -1.31
H 3.35 2.89 -0.83
H 3.48 0.38 -0.88
H -2.85 -0.16 1.03
H -0.89 -1.30 -0.33
```

Summary:
charge: 0
structure (SMILES): CCNCCNCC
spin multiplicity: 1
gap between HOMO and LUMO: 10.1039 eV

It comes down to S, which is 3.2 kcal/mol more stable than the next structure.